The following is a quantum chemistry calculation of a cluster of 9 separate species, C12H29FN12O11 in total at a distorted geometry, from the Open Molecules 2025 dataset.

```
65
Properties=species:S:1:pos:R:3
O -2.35367 -0.82346 0.12050
H -4.51238 1.19415 3.75577
C -4.14034 -2.23911 2.96735
H -1.03780 0.13155 -0.31583
C 3.35116 2.96583 1.16372
H 1.69810 3.59271 2.01470
H 1.56306 2.26458 0.70251
C 1.05636 -0.60566 -3.67942
N 0.85402 -1.81241 3.79397
N 2.53711 2.23626 0.43697
H 3.27504 4.51158 2.27760
H 0.74730 -1.39910 4.70933
N -0.61975 3.58306 -3.54641
H -1.30160 4.32296 -3.63422
H -0.51746 0.79969 2.82571
O -5.02009 -0.95887 4.86486
H -0.18321 1.17813 0.25832
H 0.34306 -0.31136 0.31331
C -0.27088 3.24744 -2.34859
O -3.56230 1.53727 1.27547
H 2.84282 -2.57171 -0.02426
O 4.50609 3.09995 1.04450
H -3.37940 -3.03742 1.11105
C -4.52440 -0.96333 3.68925
N 0.18295 0.10579 -3.14219
N 2.93466 -1.79913 -0.66830
H -0.95339 3.25566 -0.55279
O -0.10769 0.34847 -0.21870
O -4.26297 -3.44442 3.50813
H 2.32387 -1.59925 -1.44746
C -4.22650 0.31998 3.18965
O 0.49348 -4.09669 -2.10155
N 0.54144 -1.59652 -4.44333
H 4.94756 0.45767 -1.24588
H 0.58465 -3.03046 0.18781
H -0.96536 -2.23978 -0.10798
N -1.16948 3.66920 -1.44855
H -2.00513 4.23424 -1.49872
N -1.53692 -3.06688 -2.01782
C -3.50534 -2.16135 1.72995
H -0.80617 0.13325 -3.34465
O 2.24915 -0.35914 -3.65270
O 0.64117 -1.11632 1.78667
C 0.28139 -1.07087 2.88472
H -1.81476 -3.40659 -2.92749
H -0.76676 -0.09316 4.30923
O 0.70068 2.58088 -2.12453
H 2.86940 1.66198 -0.32453
C -0.37944 -3.47057 -1.52263
N -0.32080 -0.00207 3.40761
N 2.69693 3.73857 1.98038
H 1.44377 -2.60073 3.56849
O 4.74077 -1.01983 0.38919
H -2.10395 -2.44518 -1.45919
F -0.17317 2.47191 1.22461
H 0.58590 0.95509 -2.77282
C 3.95020 -0.92688 -0.47538
H -0.35019 -1.98033 -4.16443
H 3.60231 -0.08267 -2.31272
C -3.62657 0.43862 1.81511
H 1.28481 -2.17253 -4.81174
N -0.27250 -2.93763 -0.33828
H -0.00930 3.33456 -4.31172
N 4.07894 -0.02591 -1.42406
C -3.12847 -0.90367 1.10241
```

## Properties
DFT total energy ... -2059.452618 Eh
Total charge ... -2
Strongest force on any atom ... 8.480 eV Å⁻¹